P | {"formula": "C2H10NO", "method": "the ωB97M-V functional and the def2-TZVPD basis", "species": ["C", "C", "N", "H", "H", "H", "H", "H", "H", "H", "H", "H", "H", "O"], "coordinates": [[-0.497, -0.796, -1.883], [-0.525, -0.543, -0.388], [0.089, 0.809, -0.057], [-0.633, -1.869, -2.061], [-1.291, -0.344, -2.462], [0.458, -0.457, -2.289], [-1.482, -0.537, 0.110], [0.161, -1.233, 0.110], [0.739, 0.961, -0.848], [0.585, 0.691, 0.845], [-0.615, 1.600, -0.100], [0.351, 0.143, 3.135], [1.630, 0.982, 3.278], [1.031, 0.594, 2.611]], "nbo_charge": [-0.660, -0.330, -1.044, 0.219, 0.226, 0.213, 0.214, 0.200, 0.348, 0.431, 0.248, 0.468, 0.480, -1.013], "s_squared": 0.751, "homo_ev": [-3.0, -12.3], "multiplicity": 2, "orbital_gap_ev": [3.862, 12.849], "e_lumo_ev": [0.83, 0.56]}

---

Q | {"formula": "C2H10NO", "method": "the ωB97M-V functional and the def2-TZVPD basis", "species": ["N", "H", "H", "H", "H", "C", "O", "C", "H", "H", "H", "H", "H", "H"], "coordinates": [[-0.483, 1.830, -1.260], [-1.274, 2.132, -0.681], [-0.320, 0.952, -0.835], [-0.870, 1.550, -2.246], [0.283, 2.377, -1.409], [-0.206, -1.103, 0.609], [-0.156, -0.866, -0.823], [1.008, -0.613, 1.331], [-1.220, -0.822, 0.882], [-0.166, -2.192, 0.761], [-0.407, -1.756, -1.050], [0.610, -0.155, 2.219], [1.593, -1.452, 1.854], [1.609, 0.117, 0.647]], "nbo_charge": [-1.332, 0.307, 0.428, 0.253, 0.387, -0.122, -0.768, -0.665, 0.182, 0.165, 0.489, 0.222, 0.221, 0.233], "s_squared": 0.751, "homo_ev": [-3.6, -11.1], "multiplicity": 2, "orbital_gap_ev": [4.425, 11.700], "e_lumo_ev": [0.85, 0.61]}

---

On energetic grounds, P is preferred over the next structure by 104.2 kJ/mol.

---

P | {"formula": "C8H8N4O4", "method": "the ωB97M-V functional and the def2-TZVPD basis", "species": ["C", "C", "C", "C", "C", "C", "C", "C", "H", "H", "H", "H", "H", "H", "H", "H", "N", "N", "N", "N", "O", "O", "O", "O"], "coordinates": [[-0.540, -0.067, 1.708], [-1.627, -1.272, 0.108], [-0.755, -1.372, 1.146], [-2.100, 1.170, -0.011], [0.485, -0.488, -1.460], [2.218, -0.609, 0.239], [1.389, -1.264, -0.663], [1.420, 1.556, -0.419], [-0.718, 1.730, 1.684], [0.058, -2.496, 0.956], [-1.722, -2.178, -0.383], [-3.271, -0.363, -0.902], [0.219, 1.513, -2.133], [1.372, -2.315, -0.795], [2.904, -1.160, 0.885], [2.773, 1.160, 0.973], [-1.312, 1.057, 1.166], [-2.672, -0.175, -0.171], [0.688, 0.892, -1.447], [2.177, 0.720, 0.287], [0.492, 0.203, 2.456], [-2.549, 2.050, -0.711], [-0.275, -1.001, -2.229], [1.344, 2.708, -0.283]], "nbo_charge": [0.616, 0.074, -0.361, 0.813, 0.629, 0.102, -0.402, 0.790, 0.453, 0.279, 0.210, 0.408, 0.443, 0.236, 0.233, 0.430, -0.695, -0.623, -0.662, -0.591, -0.636, -0.553, -0.608, -0.582], "homo_ev": -9.1, "orbital_gap_ev": 9.102, "e_lumo_ev": 0.01}

---

Q | {"formula": "C8H8N4O4", "method": "the ωB97M-V functional and the def2-TZVPD basis", "species": ["O", "C", "C", "C", "N", "C", "O", "N", "H", "H", "H", "H", "O", "C", "C", "C", "N", "C", "O", "N", "H", "H", "H", "H"], "coordinates": [[1.662, -0.264, -1.246], [1.166, -1.345, -1.324], [-0.192, -1.672, -1.804], [-0.578, -3.000, -1.827], [0.195, -4.029, -1.375], [1.495, -3.753, -0.927], [2.232, -4.691, -0.602], [1.846, -2.431, -0.833], [-0.848, -0.876, -2.085], [-1.544, -3.285, -2.278], [-0.074, -4.981, -1.524], [2.735, -2.168, -0.463], [-2.803, 1.550, 0.259], [-1.836, 1.979, 0.857], [-1.790, 2.711, 2.129], [-0.814, 3.452, 2.391], [0.396, 3.510, 1.798], [0.524, 2.638, 0.806], [1.669, 2.663, 0.276], [-0.562, 1.806, 0.371], [-2.767, 2.964, 2.533], [-0.990, 4.329, 3.016], [1.291, 3.895, 2.216], [-0.413, 0.996, -0.362]], "nbo_charge": [-0.576, 0.639, -0.417, 0.081, -0.597, 0.779, -0.611, -0.631, 0.242, 0.223, 0.434, 0.437, -0.584, 0.651, -0.390, 0.057, -0.595, 0.769, -0.626, -0.653, 0.239, 0.209, 0.456, 0.464], "smiles": "O=c1cc[nH]c(=O)[nH]1.O=c1cc[nH]c(=O)[nH]1", "homo_ev": -9.6, "orbital_gap_ev": 10.029, "e_lumo_ev": 0.48}

---

On energetic grounds, Q is preferred over the next structure by 239.5 kJ/mol.